[1]
The following is a DFT calculation (wB97M-V/def2-TZVPD) of a 2-piece molecular cluster, C5H10O2 overall.

The value obtained for the orbital gap (spin up / spin down) is 9.02 / 6.42 eV. The expectation value of S² is 0.77. The total energy is -346.5882 hartree. Its LUMO energy (spin up / spin down) is -5.29 / -7.89 eV. The HOMO energy (spin up / spin down) comes out at -14.307 / -14.309 eV. Its relative energy (zero: lowest compared OMol25 entry of this formula, charge and spin) is 188.7 kJ/mol.

Geometry as ORCA input:
```
! RIJCOSX wB97M-V def2-TZVPD def2/J DEFGRID3
* xyz 1 2
C 1.164 -1.049 3.180
C 0.768 -0.848 1.768
C -0.385 -0.262 1.294
C -0.490 0.227 -0.039
C -0.940 1.441 -0.244
O -1.839 1.855 -1.213
H 1.437 -2.021 3.605
H 2.201 -0.537 3.326
H 0.500 -0.661 3.898
H 1.526 -1.248 1.087
H -1.065 0.138 1.974
H -0.179 -0.430 -0.839
H -0.912 2.145 0.516
H -2.537 1.235 -1.016
H 0.764 -1.157 -4.596
H 1.585 -0.205 -3.644
O 1.336 -1.144 -3.795
*
```

[2]
The following is a DFT calculation (wB97M-V/def2-TZVPD) of C5H10O2Pt as an isolated structure.

The value obtained for the orbital gap (spin up / spin down) is 6.00 / 7.47 eV. The expectation value of S² is 2.01. The total energy is -466.0101 hartree. Its LUMO energy (spin up / spin down) is 0.57 / -0.13 eV. The HOMO energy (spin up / spin down) comes out at -5.433 / -7.598 eV. Its relative energy (zero: lowest compared OMol25 entry of this formula, charge and spin) is 233.6 kJ/mol.

Geometry as ORCA input:
```
! RIJCOSX wB97M-V def2-TZVPD def2/J DEFGRID3
* xyz 0 3
C 2.670 0.241 0.093
O 1.813 -0.901 -0.039
C 0.844 -1.082 0.959
C -0.537 -1.138 0.347
O -0.868 0.140 -0.224
C -2.163 0.267 -0.658
C -2.735 1.454 -0.830
H 2.862 0.494 1.152
H 3.562 0.037 -0.521
H 0.852 -0.295 1.735
H 1.042 -2.050 1.445
H -1.270 -1.373 1.131
H -0.581 -1.901 -0.445
H -2.663 -0.680 -0.882
H -2.171 2.383 -0.746
H -3.792 1.498 -1.090
H 2.407 1.798 -0.322
Pt 0.730 1.110 -1.105
*
```

[3]
The following is a DFT calculation (wB97M-V/def2-TZVPD) of a 2-piece molecular cluster, C5H10O2S overall.

The value obtained for the orbital gap is 4.41 eV. The total energy is -745.0297 hartree. Its LUMO energy is -3.14 eV. The HOMO energy comes out at -7.545 eV. Its relative energy (zero: lowest compared OMol25 entry of this formula, charge and spin) is 424.6 kJ/mol.

Geometry as ORCA input:
```
! RIJCOSX wB97M-V def2-TZVPD def2/J DEFGRID3
* xyz 0 1
O -2.286 1.157 -0.574
C -1.361 1.875 -1.230
O -1.659 2.792 -1.951
C 0.010 1.463 -0.969
C 0.364 0.526 0.026
C 1.105 1.025 1.292
S 1.055 -2.082 1.008
C 1.396 -3.822 0.736
H -3.127 1.503 -0.919
H 0.739 1.915 -1.617
H 1.998 1.600 1.040
H 1.031 -0.301 -0.431
H -0.555 0.024 0.319
H 0.455 1.613 1.927
H 1.404 0.123 1.802
H 0.495 -4.386 0.510
H 2.116 -3.939 -0.067
H 1.843 -4.220 1.644
*
```

[4]
The following is a DFT calculation (wB97M-V/def2-TZVPD) of C5H10O2Sm as an isolated structure.

The value obtained for the orbital gap (spin up / spin down) is 7.25 / 8.33 eV. The expectation value of S² is 12.50. The total energy is -1004.2120 hartree. Its LUMO energy (spin up / spin down) is -10.28 / -9.55 eV. The HOMO energy (spin up / spin down) comes out at -17.535 / -17.877 eV.

Geometry as ORCA input:
```
! RIJCOSX wB97M-V def2-TZVPD def2/J DEFGRID3
* xyz 2 7
C -1.801 -1.793 1.395
O -1.089 -0.575 1.405
C -1.721 0.576 0.763
C -0.783 1.735 0.931
H -2.672 -1.696 2.060
H -2.143 -2.060 0.383
H -1.113 -2.565 1.755
H -2.672 0.722 1.297
H -1.095 2.429 1.723
H -0.622 2.283 -0.009
C 3.283 0.280 -2.580
C 2.285 -0.318 -1.752
O 2.418 -0.337 -0.502
Sm 1.142 0.426 1.505
H 3.142 0.301 -3.661
H 4.062 0.895 -2.124
H -1.963 0.284 -0.339
H 1.341 -0.587 -2.252
*
```

[5]
The following is a DFT calculation (wB97M-V/def2-TZVPD) of C5H10O2Sr as an isolated structure.

The value obtained for the orbital gap (spin up / spin down) is 6.91 / 4.79 eV. The expectation value of S² is 0.76. The total energy is -377.3310 hartree. Its LUMO energy (spin up / spin down) is -3.83 / -5.95 eV. The HOMO energy (spin up / spin down) comes out at -10.742 / -10.742 eV.

Geometry as ORCA input:
```
! RIJCOSX wB97M-V def2-TZVPD def2/J DEFGRID3
* xyz 1 2
C 2.198 0.539 -1.411
O 1.801 -0.344 -0.383
C 0.706 -1.240 -0.611
C 0.540 -2.003 0.650
H 2.992 0.035 -1.978
H 1.381 0.824 -2.090
H 2.549 1.449 -0.911
H 0.943 -1.864 -1.479
H 1.260 -2.816 0.808
H -0.501 -2.292 0.845
C -2.961 1.887 1.005
C -1.774 1.179 0.590
O -0.808 1.236 1.432
Sr 1.045 -0.135 2.066
H -3.883 1.742 0.441
H -3.063 2.091 2.075
H -0.381 -0.581 -1.037
H -2.043 0.292 -0.012
*
```

[6]
The following is a DFT calculation (wB97M-V/def2-TZVPD) of a 2-piece molecular cluster, C5H10O3 overall.

The value obtained for the orbital gap is 10.75 eV. The total energy is -422.1901 hartree. Its LUMO energy is 0.72 eV. The SMILES is C=CCCC(=O)O.O. The HOMO energy comes out at -10.026 eV. Its relative energy (zero: lowest compared OMol25 entry of this formula, charge and spin) is 174.5 kJ/mol.

Geometry as ORCA input:
```
! RIJCOSX wB97M-V def2-TZVPD def2/J DEFGRID3
* xyz 0 1
O 2.952 -0.069 -0.540
C 2.172 -0.592 0.213
O 2.222 -0.473 1.554
C 0.993 -1.428 -0.097
C -0.287 -0.719 0.155
C -0.423 0.309 -1.001
C -1.573 0.626 -1.644
H 3.113 -0.013 1.733
H 1.218 -1.778 -1.101
H 0.873 -2.337 0.538
H -1.121 -1.380 0.011
H -0.272 -0.275 1.159
H 0.483 0.990 -1.127
H -2.510 0.150 -1.528
H -1.619 1.460 -2.163
H -2.726 1.614 1.604
H -1.578 1.869 0.719
O -1.918 2.047 1.515
*
```

[7]
The following is a DFT calculation (wB97M-V/def2-TZVPD) of one molecule with the formula C5H10O4.

The value obtained for the orbital gap is 10.21 eV. The total energy is -497.4175 hartree. Its LUMO energy is 0.49 eV. The SMILES is C[C@@H]1CC(O)(O)C1(O)O. The HOMO energy comes out at -9.719 eV. Its relative energy (zero: lowest compared OMol25 entry of this formula, charge and spin) is 238.5 kJ/mol.

Geometry as ORCA input:
```
! RIJCOSX wB97M-V def2-TZVPD def2/J DEFGRID3
* xyz 0 1
C 0.212 -0.491 -1.330
C -0.101 -1.337 -0.083
C -0.569 -0.121 0.735
C -0.227 -0.153 2.219
C 0.089 0.843 -0.522
O 1.469 -0.654 -1.918
O -0.783 -0.649 -2.278
O -0.733 1.772 -1.103
O 1.296 1.342 -0.092
H 2.088 -0.050 -1.480
H -0.709 0.065 -2.924
H -0.746 2.563 -0.548
H 0.809 -1.781 0.318
H -0.841 -2.112 -0.268
H -1.646 0.017 0.622
H 0.825 1.234 0.872
H -0.579 0.749 2.723
H -0.707 -1.010 2.694
H 0.853 -0.227 2.361
*
```

[8]
The following is a DFT calculation (wB97M-V/def2-TZVPD) of one molecule with the formula C5H10OS.

The value obtained for the orbital gap is 9.62 eV. The total energy is -669.8868 hartree. Its LUMO energy is 0.83 eV. The SMILES is CSCCCC=O. The HOMO energy comes out at -8.786 eV. Its relative energy (zero: lowest compared OMol25 entry of this formula, charge and spin) is 130.4 kJ/mol.

Geometry as ORCA input:
```
! RIJCOSX wB97M-V def2-TZVPD def2/J DEFGRID3
* xyz 0 1
O 1.148 1.572 -3.491
C 0.881 1.354 -2.297
C 0.716 0.014 -1.698
C 0.877 0.024 -0.218
C -0.372 0.505 0.490
S -1.639 -0.883 0.659
C -1.302 -1.380 2.405
H 0.658 2.239 -1.655
H 1.364 -0.704 -2.171
H -0.253 -0.451 -1.865
H 1.162 -0.883 0.342
H 1.742 0.710 0.244
H -0.298 1.016 1.478
H -0.880 1.181 -0.243
H -0.343 -1.938 2.351
H -1.341 -0.385 2.974
H -2.121 -1.991 2.696
*
```

[9]
The following is a DFT calculation (wB97M-V/def2-TZVPD) of C5H10OS as an isolated structure.

The value obtained for the orbital gap is 10.15 eV. The total energy is -669.7635 hartree. Its LUMO energy is 0.74 eV. The HOMO energy comes out at -9.410 eV. Its relative energy (zero: lowest compared OMol25 entry of this formula, charge and spin) is 454.2 kJ/mol.

Geometry as ORCA input:
```
! RIJCOSX wB97M-V def2-TZVPD def2/J DEFGRID3
* xyz 0 1
C 0.524 1.560 -1.127
C -0.312 0.243 -1.418
C -0.253 -0.721 -0.265
C 1.054 -0.953 0.696
C -1.179 -0.494 0.796
H 1.174 2.147 -2.210
H -0.198 2.052 -0.508
H 1.406 1.387 -0.065
H -1.419 0.611 -1.683
H -0.015 -0.112 -2.403
H -0.557 -1.513 -0.905
H 0.903 -1.700 1.466
H 1.812 -1.288 -0.056
H 1.476 -0.013 1.245
H -1.673 -0.304 3.119
O -2.099 0.182 0.797
S -0.643 -1.084 2.522
*
```

[10]
The following is a DFT calculation (wB97M-V/def2-TZVPD) of one molecule with the formula C5H10S.

The value obtained for the orbital gap is 9.00 eV. The total energy is -594.6409 hartree. Its LUMO energy is 0.99 eV. The SMILES is CSC1(C)CC1. The HOMO energy comes out at -8.008 eV. Its relative energy (zero: lowest compared OMol25 entry of this formula, charge and spin) is 142.3 kJ/mol.

Geometry as ORCA input:
```
! RIJCOSX wB97M-V def2-TZVPD def2/J DEFGRID3
* xyz 0 1
C -2.285 0.316 0.136
C 0.545 0.196 0.024
C 0.468 1.753 -0.151
C 1.690 -0.390 0.817
C 1.733 -0.562 -0.668
H -3.234 -0.209 0.040
H -2.170 1.023 -0.677
H -2.184 0.851 1.050
H -0.078 2.065 0.757
H 1.429 2.218 -0.037
H 0.012 2.039 -1.103
H 2.415 0.279 1.292
H 1.486 -1.165 1.446
H 1.548 -1.491 -1.112
H 2.447 0.004 -1.180
S -0.911 -0.843 -0.089
*
```

[11]
The following is a DFT calculation (wB97M-V/def2-TZVPD) of C5H10S as an isolated structure.

The value obtained for the orbital gap is 9.43 eV. The total energy is -594.6657 hartree. Its LUMO energy is 0.92 eV. The HOMO energy comes out at -8.506 eV. Its relative energy (zero: lowest compared OMol25 entry of this formula, charge and spin) is 77.0 kJ/mol.

Geometry as ORCA input:
```
! RIJCOSX wB97M-V def2-TZVPD def2/J DEFGRID3
* xyz 0 1
C -1.654 -0.771 0.826
C -0.636 0.105 0.029
C -1.218 0.869 -1.116
C 0.343 1.015 0.866
C 1.620 0.535 0.277
H -1.182 -1.036 1.752
H -1.973 -1.660 0.280
H -2.582 -0.190 1.065
H -0.486 1.560 -1.619
H -2.030 1.516 -0.742
H -1.522 0.168 -1.885
H 0.224 2.135 0.796
H 0.273 0.673 1.877
H 2.173 1.217 -0.424
H 2.459 0.353 1.052
S 0.869 -0.954 -0.465
*
```

[12]
The following is a DFT calculation (wB97M-V/def2-TZVPD) of C5H10S as an isolated structure.

The value obtained for the orbital gap is 9.50 eV. The total energy is -594.6659 hartree. Its LUMO energy is 1.02 eV. The HOMO energy comes out at -8.481 eV. Its relative energy (zero: lowest compared OMol25 entry of this formula, charge and spin) is 76.7 kJ/mol.

Geometry as ORCA input:
```
! RIJCOSX wB97M-V def2-TZVPD def2/J DEFGRID3
* xyz 0 1
C 0.713 -0.728 1.301
C 0.855 0.025 0.015
C 0.635 1.579 0.058
C -0.134 -0.232 -1.143
C -1.576 -0.478 -0.687
H -0.291 -0.717 1.742
H 0.964 -1.820 1.181
H 1.382 -0.302 2.136
H 1.859 -0.190 -0.469
H 1.465 2.219 0.280
H -0.068 1.767 0.834
H 0.080 -0.958 -1.928
H -2.281 -0.693 -1.503
H -2.007 0.388 -0.123
H -1.644 -1.362 -0.030
S 0.048 1.502 -1.662
*
```

[13]
The following is a DFT calculation (wB97M-V/def2-TZVPD) of a 2-piece molecular cluster, C5H10S2 overall.

The value obtained for the orbital gap is 8.84 eV. The total energy is -992.7370 hartree. Its LUMO energy is 0.74 eV. The SMILES is CSC1=CC1.CS. The HOMO energy comes out at -8.101 eV. Its relative energy (zero: lowest compared OMol25 entry of this formula, charge and spin) is 331.6 kJ/mol.

Geometry as ORCA input:
```
! RIJCOSX wB97M-V def2-TZVPD def2/J DEFGRID3
* xyz 0 1
C 0.632 -1.978 0.115
C 0.827 -2.580 -1.222
C 0.984 -1.125 -0.805
C -2.048 1.391 -0.409
C 1.915 0.874 0.705
S -2.693 -0.183 0.438
S 1.638 0.459 -1.065
H 0.318 -2.285 1.153
H -3.041 0.146 1.671
H 1.749 -3.078 -1.541
H 0.012 -2.924 -1.788
H -1.286 1.885 0.080
H -2.865 2.144 -0.624
H -1.685 0.890 -1.426
H 1.433 0.002 1.017
H 1.443 1.829 0.780
H 2.964 0.854 0.905
*
```

[14]
The following is a DFT calculation (wB97M-V/def2-TZVPD) of a 2-piece molecular cluster, C5H10S3 overall.

The value obtained for the orbital gap is 8.00 eV. The total energy is -1390.9254 hartree. Its LUMO energy is -0.22 eV. The HOMO energy comes out at -8.216 eV. Its relative energy (zero: lowest compared OMol25 entry of this formula, charge and spin) is 382.4 kJ/mol.

Geometry as ORCA input:
```
! RIJCOSX wB97M-V def2-TZVPD def2/J DEFGRID3
* xyz 0 1
C 2.413 0.156 -1.454
C -2.525 -0.641 0.953
C -0.212 1.344 1.146
C -1.125 -0.850 0.318
C -0.102 0.085 0.808
S 1.565 1.498 -1.961
S 3.051 -0.944 -2.468
S 1.439 -0.648 1.515
H -2.502 -0.988 1.952
H -2.701 0.384 0.805
H -3.366 -1.290 0.471
H 0.620 1.954 1.583
H -1.101 1.879 0.976
H 1.680 2.174 -0.854
H -1.371 -0.820 -0.779
H -0.722 -1.864 0.536
H 3.026 -0.412 -3.797
H 1.936 -1.015 0.251
*
```

[15]
The following is a DFT calculation (wB97M-V/def2-TZVPD) of one molecule with the formula C5H10S3.

The value obtained for the orbital gap is 9.45 eV. The total energy is -1391.0409 hartree. Its LUMO energy is 0.72 eV. The SMILES is C[C@@]1(SCCS)CS1. The HOMO energy comes out at -8.732 eV. Its relative energy (zero: lowest compared OMol25 entry of this formula, charge and spin) is 79.4 kJ/mol.

Geometry as ORCA input:
```
! RIJCOSX wB97M-V def2-TZVPD def2/J DEFGRID3
* xyz 0 1
C -1.977 0.169 1.336
C -1.551 0.010 -0.217
C -1.324 1.240 -1.041
C 1.909 -0.075 -0.308
C 0.991 -1.074 0.370
S -3.264 -0.378 0.210
S 3.640 -0.259 0.255
S -0.525 -1.418 -0.596
H -1.612 -0.582 2.019
H -2.064 1.174 1.719
H -1.423 0.997 -2.100
H -0.323 1.638 -0.873
H -2.057 2.004 -0.787
H 1.648 0.951 -0.049
H 1.889 -0.190 -1.392
H 1.472 -2.050 0.444
H 0.707 -0.740 1.368
H 3.865 -1.418 -0.357
*
```